[1]
Density functional theory data (ωB97M-V/def2-TZVPD) for a structure of composition C8H14Cl2N2O2Pd.

The geometry in ORCA input format:
```
! wB97M-V def2-TZVPD RIJCOSX def2/J DEFGRID3
* xyz 2 5
Pd 0.04094 -0.73343 -1.69335
Cl 0.20664 -1.35561 -4.39841
Cl 2.21913 0.01909 -2.80812
O 0.15335 -2.71555 0.92165
O -0.49077 -2.65149 -1.25782
N 0.29175 -5.14863 -1.52280
N 0.46169 -4.52969 -0.38626
C 0.02354 -3.15515 -0.17994
C 0.00971 1.74629 3.13689
C -0.47660 2.32505 1.79967
C -0.27480 1.43691 0.71954
C -0.13561 0.60154 -0.20761
C -2.08880 2.34252 1.80738
C 1.61530 -0.27741 -4.47304
C 0.03580 3.74342 1.52596
H -2.49627 1.35680 2.01437
H -2.31644 3.01874 2.63266
H 0.50109 -6.13796 -1.58716
H -0.40354 0.75636 3.32171
H -0.30959 2.41670 3.93364
H -0.35292 4.13965 0.58944
H -0.29113 -4.67051 -2.20326
H -2.48752 2.74646 0.88078
H -0.28648 4.39120 2.33990
H 1.31631 0.67280 -4.89908
H 0.90670 -5.01763 0.38630
H 1.12445 3.75209 1.49163
H 2.40695 -0.76142 -5.03304
H 1.09710 1.68886 3.14837
*
```

Values from the calculation:
LUMO level (alpha / beta): -5.9 / -10.2 eV
calculated total energy: -44100.216 eV
HOMO-LUMO gap (alpha / beta): 11.27 / 6.88 eV

[2]
Density functional theory data (ωB97M-V/def2-TZVPD) for a cluster of 2 separate species, C9H21N2O2P in total in a non-equilibrium geometry.

The geometry in ORCA input format:
```
! wB97M-V def2-TZVPD RIJCOSX def2/J DEFGRID3
* xyz 0 1
P -2.39451 0.86598 -1.92088
O 2.12875 -1.48892 -0.74035
O 2.48932 0.72387 -1.28274
N -4.67726 -1.09363 -0.29713
N -4.47180 0.10857 0.24754
C 0.09298 -0.32068 0.28673
C -1.47910 -0.56093 0.34580
C 2.56126 1.59156 0.89867
C 2.06007 0.42269 1.70558
C 0.82399 -1.61023 -0.14467
C 3.42119 1.09474 -0.31313
C 2.41060 -0.60687 -1.69536
C 0.58972 0.24792 1.57476
C -2.19448 0.68127 -0.13976
H -0.08229 1.15809 1.66500
H -4.95976 -1.02275 -1.26850
H -1.77964 -1.37093 -0.26550
H 0.23451 -0.46678 2.39380
H 3.14957 2.28206 1.42229
H 2.61433 -0.50128 1.33981
H 4.22883 0.29826 -0.08270
H 2.23677 0.61060 2.80782
H 3.93867 1.88796 -0.90179
H 0.83628 -2.25983 0.69279
H 0.35433 0.44138 -0.44700
H -4.24326 -0.07168 1.18659
H -2.30025 1.57141 0.45514
H 0.18734 -2.20470 -0.96445
H 1.53871 -0.60899 -2.53756
H 1.75725 2.07552 0.47268
H 3.38777 -0.97952 -1.95337
H -3.36994 -0.23310 -2.03156
H -4.01998 -1.75174 -0.14298
H -3.46025 1.74900 -1.76823
H -1.60973 -0.65832 1.40264
*
```

Values from the calculation:
LUMO level (alpha / beta): 0.8 / 0.6 eV
calculated total energy: -26031.112 eV
HOMO-LUMO gap (alpha / beta): 8.17 / 8.36 eV

[3]
Density functional theory data (ωB97M-V/def2-TZVPD) for a structure of composition C6H9N3 in a non-equilibrium geometry.

The geometry in ORCA input format:
```
! wB97M-V def2-TZVPD RIJCOSX def2/J DEFGRID3
* xyz 0 1
N 2.03274 3.06027 0.29860
N -0.67346 0.88336 0.60833
N -1.84938 1.49933 -0.12602
C -0.46072 -0.54865 0.82769
C 1.06843 -0.44264 0.33431
C 0.42034 0.88925 -0.30020
C 1.43665 2.16967 -0.23707
C -2.91194 0.59321 -0.25827
C 1.67590 -1.58877 -0.42257
H -0.69612 -0.91269 1.70636
H 1.23083 -1.89547 -1.42394
H 1.57676 -2.47713 0.43660
H 1.98017 -0.22456 1.14384
H 2.68403 -1.28102 -0.67102
H -2.99568 -0.50706 0.22085
H -0.86154 -1.08571 -0.06839
H 0.07011 0.68111 -1.43197
H -3.72710 1.18748 -0.63714
*
```

Values from the calculation:
LUMO level: 0.5 eV
calculated total energy: -10832.288 eV
HOMO-LUMO gap: 10.27 eV

[4]
Density functional theory data (ωB97M-V/def2-TZVPD) for a structure of composition C23H34As2F6N3O2S2Si2Tc in a non-equilibrium geometry.

The geometry in ORCA input format:
```
! wB97M-V def2-TZVPD RIJCOSX def2/J DEFGRID3
* xyz 0 3
Tc 0.79573 -0.22280 0.24769
As -0.15477 -0.36493 -3.74932
As -1.77870 -2.71193 0.50327
S 2.22597 -2.09910 0.10094
S 2.71882 0.98707 -0.37109
Si 1.72983 1.06165 -4.06126
Si 0.62881 -2.62688 -4.01516
F -2.65081 -1.27865 0.04541
F -0.74303 -2.44323 -0.89761
F -0.75881 -4.02646 0.93062
F -2.69973 -2.86737 1.93518
F -2.83350 -3.69651 -0.42396
F -0.65864 -1.59247 1.39554
O -2.79416 3.42997 -1.95991
O -0.36281 0.15587 -1.87493
N 1.18535 0.36052 2.15554
N -1.40783 1.61665 -0.43763
N -0.44508 1.30252 0.47014
C -2.59123 1.05844 -2.39156
C 4.96004 -2.40682 0.31732
C -4.32755 2.39195 -3.40120
C 5.40616 0.50677 -0.03412
C 3.82546 -1.43539 0.11511
C 1.69020 1.50691 -5.90494
C -4.84434 1.26364 -4.00425
C 2.14439 0.17505 4.32857
C -3.15365 -0.07946 -2.97754
C 2.03538 -0.21676 3.01385
C -0.54028 -4.00844 -3.49604
C 2.41448 -3.05555 -3.59096
C -4.27460 0.01502 -3.77376
C 4.03424 -0.11060 -0.06990
C 0.44259 -2.47548 -5.90406
C 0.41382 1.39563 2.59394
C 3.45872 0.40253 -3.65896
C 1.29420 2.66729 -3.15515
C -0.47962 1.92246 1.61429
C -1.39742 0.92812 -1.54091
C 1.35038 1.22374 4.79205
C 0.48653 1.83891 3.91559
C -3.22383 2.30279 -2.55659
H 2.02977 3.44149 -3.38084
H 2.63212 -1.02926 2.62305
H 5.76700 0.57372 0.99555
H 2.83840 -0.33297 4.98142
H 0.68628 1.81214 -6.20696
H 0.79284 -3.36122 -6.43425
H -1.57717 -3.67129 -3.47399
H -2.74412 -1.05287 -2.74125
H -1.18983 2.71308 1.81387
H -0.47161 -4.83735 -4.20361
H 5.44248 -2.24015 1.28413
H -2.17200 3.18212 -1.25403
H 2.62430 -4.09238 -3.86365
H 0.31398 3.03252 -3.47390
H 1.98403 0.66625 -6.53761
H 2.59102 -2.95446 -2.52115
H 4.58025 -3.42594 0.29450
H -0.15830 2.64987 4.22502
H -4.78213 3.36364 -3.54220
H 3.12040 -2.41328 -4.11956
H 6.12243 -0.09161 -0.59913
H 4.12014 1.21638 -3.35576
H 1.40607 1.53565 5.82587
H -5.71176 1.35558 -4.64472
H 5.72039 -2.29412 -0.45812
H 2.37037 2.33329 -6.11879
H -0.60976 -2.32419 -6.15502
H 0.99624 -1.61144 -6.28619
H 5.37123 1.51151 -0.45223
H 3.88808 -0.07583 -4.54217
H 3.43363 -0.32589 -2.84847
H -0.29822 -4.38936 -2.50580
H 1.27538 2.53499 -2.07484
H -4.70642 -0.87818 -4.20330
*
```

Values from the calculation:
LUMO level (alpha / beta): -1.4 / -1.6 eV
calculated total energy: -210580.694 eV
HOMO-LUMO gap (alpha / beta): 5.78 / 6.17 eV